No. 1
# C19H27N2SY

A structure of composition C19H27N2SY in a non-equilibrium geometry (ωB97M-V with the def2-TZVPD basis set, the Open Molecules 2025 dataset).

Output
Frontier orbital gap = 7.5 eV
Net charge = +2
Energy = -1285.7600 Ha
HOMO level = -14.652 eV
Relative energy (zero: lowest compared OMol25 entry of this formula, charge and spin) = 99.4 kJ/mol
Largest force on an atom = 1.694 eV Å⁻¹

XYZ file:
```
50
Properties=species:S:1:pos:R:3:nbo_charge:R:1
Y -0.8919 -0.4167 -1.3327 1.91
C -3.1927 -0.4372 -2.3035 -0.46
C -3.7551 -0.0665 -1.0846 -0.25
C -3.3799 1.2631 -0.8196 -0.23
C -2.5893 1.7239 -1.8724 -0.29
C -2.4465 0.6739 -2.8159 -0.53
H -3.3816 -1.3563 -2.8476 0.27
H -4.3565 -0.6967 -0.4476 0.25
H -3.6348 1.8223 0.0671 0.26
H -2.1476 2.7068 -1.9502 0.25
H -2.0986 0.7685 -3.8273 0.26
C 2.1960 -1.2479 0.9934 -0.60
C 2.6557 -0.0424 0.1746 -0.25
C 2.7009 1.2343 1.0043 -0.62
C 1.8693 0.1163 -1.1144 -0.04
C 1.7967 -0.9758 -1.9896 -0.26
C 1.1948 -0.8653 -3.2487 -0.27
C 0.6770 0.3615 -3.7004 0.02
C 0.1785 0.5103 -5.1055 -0.66
C 0.7018 1.4436 -2.7981 -0.24
C 1.2734 1.3200 -1.5350 -0.21
H 2.8379 -1.3737 1.8654 0.24
H 2.2408 -2.1833 0.4354 0.21
H 1.1792 -1.1089 1.3615 0.19
H 3.6799 -0.2546 -0.1545 0.24
H 1.6999 1.5602 1.2965 0.20
H 3.1873 2.0483 0.4667 0.23
H 3.2790 1.0596 1.9106 0.24
H 2.2582 -1.9164 -1.7135 0.26
H 1.1880 -1.7241 -3.9111 0.27
H 1.0318 0.5194 -5.7865 0.27
H -0.3646 1.4422 -5.2477 0.24
H -0.4586 -0.3235 -5.4010 0.24
H 0.2846 2.3969 -3.0965 0.26
H 1.2748 2.1695 -0.8644 0.26
C 0.0748 1.2512 4.0291 -0.42
N -0.2959 -0.1044 3.6658 -0.35
C -0.1058 -1.2083 4.6189 -0.23
C -0.7090 -2.4142 3.8796 -0.23
N -0.9863 -1.8612 2.5407 -0.58
C -0.8097 -0.5241 2.5320 0.38
S -1.2954 0.4865 1.2241 -0.31
H 1.0935 1.2560 4.4152 0.23
H -0.6023 1.6187 4.8002 0.24
H 0.0048 1.8945 3.1583 0.24
H -0.6199 -0.9786 5.5516 0.24
H 0.9576 -1.3269 4.8285 0.23
H -1.6313 -2.7617 4.3422 0.23
H -0.0148 -3.2476 3.8118 0.23
H -1.7481 -2.2309 1.9948 0.42
```


No. 2
# C19H27N3O3S

The molecule C19H27N3O3S (ωB97M-V with the def2-TZVPD basis set, the Open Molecules 2025 dataset).

Output
Frontier orbital gap = 8.3 eV
Net charge = 0
Energy = -1528.4096 Ha
HOMO level = -7.801 eV
Relative energy (zero: lowest compared OMol25 entry of this formula, charge and spin) = 106.9 kJ/mol
Largest force on an atom = 0.892 eV Å⁻¹

XYZ file:
```
53
Properties=species:S:1:pos:R:3:nbo_charge:R:1
C -5.1897 -0.8767 2.1332 -0.64
C -5.3523 -1.4524 0.7316 -0.06
O -4.1318 -1.9565 0.2097 -0.49
C -3.0729 -1.1623 -0.0672 0.32
C -1.8642 -1.8450 -0.1412 -0.28
C -0.6783 -1.1941 -0.4510 0.20
N 0.5203 -1.8549 -0.5361 -0.56
C 1.7056 -1.2525 -0.8283 0.31
S 3.0383 -2.2071 -0.9893 -0.22
N 1.6939 0.1006 -1.0126 -0.45
C 2.9539 0.7926 -1.1884 -0.24
C 3.4723 1.3481 0.1564 -0.06
C 4.9424 1.7570 0.0132 -0.41
C 5.6658 0.4400 0.2780 -0.42
C 4.7967 -0.2148 1.3535 -0.22
N 3.4406 0.3059 1.1751 -0.47
C 2.7882 0.6630 2.4184 -0.20
C 1.2700 0.7155 2.2854 -0.61
C 0.5514 0.8937 -0.9561 0.69
O 0.6239 2.0945 -1.1322 -0.61
C -0.6923 0.1829 -0.6765 -0.22
C -1.9014 0.8747 -0.6122 -0.17
C -3.0926 0.2340 -0.3302 0.21
O -4.2973 0.8751 -0.3000 -0.52
C -4.3398 2.2736 -0.5161 -0.06
C -5.7923 2.7071 -0.3932 -0.62
H -6.1643 -0.6102 2.5321 0.22
H -4.7278 -1.6114 2.7888 0.21
H -4.5654 0.0126 2.1105 0.21
H -5.9973 -2.3352 0.7608 0.19
H -5.7907 -0.7115 0.0595 0.20
H -1.8761 -2.9069 0.0473 0.23
H 0.5549 -2.8575 -0.4066 0.43
H 2.7901 1.6187 -1.8827 0.23
H 3.6669 0.0817 -1.6034 0.24
H 2.8340 2.1883 0.4443 0.21
H 5.1977 2.4898 0.7806 0.20
H 5.1648 2.1815 -0.9635 0.21
H 5.6815 -0.1756 -0.6203 0.21
H 6.6905 0.5815 0.6160 0.22
H 5.1792 0.0368 2.3511 0.17
H 4.7802 -1.3037 1.2542 0.21
H 3.1531 1.6301 2.8108 0.16
H 3.0408 -0.1113 3.1474 0.20
H 0.9588 1.4864 1.5854 0.21
H 0.8916 -0.2431 1.9389 0.20
H 0.8256 0.9342 3.2536 0.21
H -1.8616 1.9337 -0.8071 0.24
H -3.9549 2.5115 -1.5163 0.18
H -3.7231 2.7894 0.2320 0.18
H -5.8699 3.7787 -0.5509 0.22
H -6.3984 2.1942 -1.1351 0.21
H -6.1730 2.4637 0.5952 0.21
```


No. 3
# C19H27N3O4S

The molecule C19H27N3O4S in a non-equilibrium geometry (ωB97M-V with the def2-TZVPD basis set, the Open Molecules 2025 dataset).

Output
Frontier orbital gap = 9.5 eV
Net charge = 0
Energy = -1603.6008 Ha
HOMO level = -9.204 eV
Relative energy (zero: lowest compared OMol25 entry of this formula, charge and spin) = 251.8 kJ/mol
Largest force on an atom = 1.168 eV Å⁻¹

XYZ file:
```
54
Properties=species:S:1:pos:R:3:nbo_charge:R:1
C 4.8968 1.3427 1.7157 -0.61
C 5.4114 0.2042 0.8382 -0.23
N 4.3615 -0.7527 0.5580 -0.70
C 4.3383 -1.9989 1.2945 -0.21
C 5.4185 -2.9819 0.8517 -0.63
S 3.8771 -0.8142 -1.0351 2.32
O 4.9895 -0.7270 -1.9398 -0.94
O 2.9614 -1.9092 -1.1719 -0.94
C 2.9445 0.7138 -1.1287 -0.24
C 3.4500 1.8260 -1.7725 -0.20
C 2.7156 3.0028 -1.7639 -0.21
C 1.4872 3.0451 -1.1282 -0.15
C 0.9654 1.9091 -0.5123 -0.14
C -0.3685 2.0110 0.1607 0.66
O -0.7408 3.0024 0.7402 -0.56
N -1.1116 0.8675 0.0340 -0.46
N -2.3317 0.7816 0.5973 -0.22
C -3.0944 -0.2187 0.4791 0.26
C -2.8666 -1.4847 -0.3140 -0.59
C -3.9615 -1.5414 -1.3640 0.62
O -3.7260 -1.5638 -2.5433 -0.52
C -5.3480 -1.5095 -0.7747 -0.52
C -5.5571 -0.2388 0.0732 -0.01
C -6.9138 -0.3148 0.7741 -0.60
C -5.5148 0.9934 -0.8312 -0.62
C -4.4394 -0.1484 1.1296 -0.44
C 1.7147 0.7376 -0.5033 -0.21
H 4.0785 1.8636 1.2251 0.21
H 5.6978 2.0508 1.9108 0.21
H 4.5360 0.9535 2.6643 0.21
H 5.7667 0.5938 -0.1186 0.22
H 6.2524 -0.2920 1.3311 0.20
H 4.4321 -1.7639 2.3585 0.20
H 3.3559 -2.4383 1.1137 0.23
H 5.3297 -3.9104 1.4098 0.22
H 5.2974 -3.1904 -0.2086 0.22
H 6.4130 -2.5719 1.0134 0.20
H 4.4055 1.7528 -2.2673 0.24
H 3.1025 3.8847 -2.2509 0.22
H 0.9069 3.9551 -1.1021 0.24
H -0.7551 0.1175 -0.5563 0.38
H -1.8907 -1.5314 -0.7995 0.23
H -2.9720 -2.3407 0.3554 0.24
H -6.0803 -1.5460 -1.5827 0.24
H -5.4807 -2.3915 -0.1436 0.22
H -7.7156 -0.3884 0.0432 0.21
H -6.9670 -1.1816 1.4295 0.21
H -7.0776 0.5778 1.3727 0.21
H -5.6370 1.8990 -0.2425 0.22
H -4.5659 1.0582 -1.3582 0.22
H -6.3120 0.9509 -1.5698 0.21
H -4.5167 0.7905 1.6759 0.24
H -4.5455 -0.9750 1.8372 0.21
H 1.3842 -0.1601 -0.0039 0.24
```


No. 4
# C19H27N5OS

The molecule C19H27N5OS (ωB97M-V with the def2-TZVPD basis set, the Open Molecules 2025 dataset).

Output
Frontier orbital gap = 7.7 eV
Net charge = 0
Energy = -1487.4240 Ha
HOMO level = -7.579 eV
Relative energy (zero: lowest compared OMol25 entry of this formula, charge and spin) = 27.8 kJ/mol
Largest force on an atom = 0.717 eV Å⁻¹

XYZ file:
```
53
Properties=species:S:1:pos:R:3:nbo_charge:R:1
C -1.2650 0.0565 2.0287 -0.64
C -1.5708 0.3043 0.5837 0.07
C -2.8576 0.4740 0.1620 -0.29
C -3.1421 0.7012 -1.2145 0.41
N -4.4239 0.7980 -1.6772 -0.41
C -5.5386 1.2599 -0.8809 -0.24
C -5.7415 2.7658 -1.1103 -0.08
O -5.9515 3.0474 -2.4730 -0.52
C -4.8677 2.5998 -3.2616 -0.08
C -4.6378 1.0962 -3.0809 -0.26
N -2.1806 0.7473 -2.1168 -0.51
C -0.9048 0.5821 -1.7333 0.16
C 0.1022 0.6597 -2.7191 -0.18
C 1.4166 0.5007 -2.3891 -0.22
C 1.7975 0.2539 -1.0548 0.13
N 3.1606 0.1097 -0.7730 -0.60
C 3.7644 -0.6665 0.1691 0.30
S 5.3627 -0.4057 0.5080 -0.28
N 3.0438 -1.6597 0.7232 -0.60
C 3.4680 -2.4071 1.8762 -0.26
C 2.8100 -1.8562 3.1632 -0.21
N 3.2323 -2.4524 4.4073 -0.44
C 4.6202 -2.2054 4.7377 -0.41
C 2.8884 -3.8509 4.5406 -0.41
C 0.8346 0.2091 -0.0682 -0.26
C -0.5247 0.3588 -0.3835 -0.05
H -0.6099 0.8339 2.4194 0.23
H -0.7639 -0.9027 2.1544 0.22
H -2.1788 0.0467 2.6175 0.22
H -3.6583 0.4136 0.8821 0.21
H -5.3861 1.0645 0.1778 0.21
H -6.4349 0.7242 -1.2127 0.20
H -6.6277 3.1241 -0.5836 0.20
H -4.8542 3.3078 -0.7444 0.16
H -5.1276 2.8359 -4.2941 0.20
H -3.9504 3.1392 -2.9817 0.17
H -3.7600 0.7749 -3.6383 0.25
H -5.5239 0.5463 -3.4130 0.20
H -0.2006 0.8495 -3.7367 0.22
H 2.1849 0.5608 -3.1463 0.22
H 3.8025 0.6511 -1.3356 0.42
H 2.0844 -1.7655 0.4262 0.40
H 3.2044 -3.4579 1.7311 0.20
H 4.5533 -2.3094 1.9434 0.24
H 3.0266 -0.7849 3.2204 0.20
H 1.7236 -1.9815 3.0886 0.18
H 5.3242 -2.7946 4.1336 0.17
H 4.7757 -2.4587 5.7864 0.20
H 4.8411 -1.1494 4.5983 0.21
H 1.8379 -3.9903 4.2891 0.20
H 3.4967 -4.5141 3.9077 0.16
H 3.0364 -4.1455 5.5795 0.20
H 1.1278 0.0968 0.9645 0.22
```